1.
The following is a quantum chemistry calculation of a molecular structure, C12H22ClI2N2P2Pd, from OMol25.

Cartesian coordinates (Å):
I  -3.727  -1.051  -1.007
I  -1.613  2.924  -2.010
Pd  1.191  -0.474  0.417
P  0.184  -0.480  -2.333
C  1.701  -1.395  -2.713
C  -1.059  -1.615  -2.857
H  -0.844  -1.873  -3.910
H  0.126  0.062  -4.522
H  -2.039  -1.106  -2.883
H  -0.907  1.150  -3.637
H  1.640  -2.432  -2.436
H  -1.139  -2.479  -2.268
C  0.088  0.694  -3.602
H  1.631  -1.403  -3.817
H  0.842  1.397  -3.564
H  2.533  -0.908  -2.227
P  -1.000  0.847  2.032
C  -0.014  0.575  3.537
C  -1.145  2.616  1.975
H  -3.353  0.710  1.736
H  -2.860  0.930  3.404
H  -2.741  -0.697  2.629
C  -2.638  0.379  2.486
H  -1.900  2.912  1.234
H  -1.477  2.988  2.956
H  -0.609  0.910  4.354
H  0.878  1.208  3.571
H  -0.216  3.119  1.699
H  0.353  -0.484  3.509
Cl  -1.097  0.471  -0.217
N  7.336  -3.074  2.827
C  6.280  -2.722  2.463
C  5.083  -2.126  2.099
C  4.821  -0.694  2.075
C  3.563  -0.042  1.696
N  2.381  -0.618  1.690
C  2.921  -2.528  1.171
C  4.077  -3.120  1.523
H  5.557  -0.012  2.429
H  3.318  1.064  1.429
H  2.007  -2.883  0.681
H  4.283  -4.171  1.524

**Charge**: +3
**2S+1**: 5

Results of the Löwdin charge analysis, in e, for atoms 1 through 2: 0.54, 0.51



2.
The following is a quantum chemistry calculation of a single C3H12N4O molecule, from OMol25.

Cartesian coordinates (Å):
C  -1.150  0.055  1.518
C  -0.553  0.211  0.122
N  -1.295  -0.622  -0.808
N  -0.870  -0.518  -2.147
O  -1.392  0.694  -2.695
N  0.877  -0.099  0.019
C  1.767  0.979  0.397
N  1.171  -1.339  0.642
H  -2.200  0.329  1.487
H  -1.065  -0.978  1.847
H  -0.637  0.704  2.224
H  -0.673  1.245  -0.223
H  -1.210  -1.601  -0.549
H  0.145  -0.364  -2.186
H  -2.309  0.488  -2.925
H  2.789  0.691  0.141
H  1.505  1.870  -0.168
H  1.730  1.215  1.471
H  1.377  -1.225  1.640
H  1.991  -1.736  0.191

**SMILES**: C[C@H](NNO)N(C)N

Results of the Löwdin charge analysis, in e, for atoms 1 through 2: -0.05, -0.42



3.
The following is a quantum chemistry calculation of 3 unconnected molecules or ions with the total composition CH3NO2, from OMol25.

Cartesian coordinates (Å):
C  -0.134  2.608  -1.777
N  -0.127  2.189  0.707
O  -0.336  0.943  0.748
O  0.404  2.749  1.636
H  0.808  1.921  -1.459
H  0.431  -12.316  1.947
H  -1.047  1.906  -1.802

**Charge**: -2

Results of the Löwdin charge analysis, in e, for atoms 1 through 2: -0.03, -0.41



4.
The following is a quantum chemistry calculation of a single C25H31FN6O molecule, from OMol25.

Cartesian coordinates (Å):
C  -1.500  -2.234  -3.839
O  -2.066  -1.372  -2.882
C  -1.264  -0.870  -1.907
C  0.071  -1.207  -1.716
C  0.788  -0.631  -0.681
C  0.208  0.299  0.168
C  1.004  0.949  1.294
C  1.826  -0.112  1.945
N  3.124  -0.314  1.918
N  3.353  -1.419  2.615
N  2.277  -1.911  3.061
N  1.273  -1.122  2.668
C  -0.101  -1.441  2.961
C  -0.542  -2.636  2.112
C  -1.990  -2.993  2.427
C  -2.153  -3.306  3.911
C  -1.704  -2.120  4.758
C  -0.255  -1.757  4.449
N  1.782  2.125  0.952
C  1.002  3.319  0.656
C  1.182  3.773  -0.804
N  1.338  2.622  -1.656
C  0.467  2.234  -2.635
C  0.902  1.455  -3.719
C  0.041  1.028  -4.709
C  -1.301  1.364  -4.677
C  -1.766  2.134  -3.626
C  -0.903  2.544  -2.634
F  -1.451  3.261  -1.610
C  2.584  1.930  -1.423
C  2.929  1.997  0.085
C  -1.136  0.611  -0.013
C  -1.863  0.037  -1.032
H  -0.677  -1.749  -4.372
H  -1.146  -3.164  -3.383
H  -2.302  -2.461  -4.540
H  0.563  -1.920  -2.358
H  1.817  -0.927  -0.530
H  0.287  1.297  2.053
H  -0.709  -0.568  2.700
H  -0.436  -2.392  1.052
H  0.111  -3.482  2.338
H  -2.291  -3.854  1.827
H  -2.636  -2.155  2.154
H  -1.549  -4.180  4.164
H  -3.196  -3.544  4.128
H  -1.801  -2.359  5.818
H  -2.347  -1.261  4.549
H  0.054  -0.893  5.042
H  0.403  -2.590  4.697
H  -0.055  3.129  0.842
H  1.328  4.125  1.328
H  2.091  4.383  -0.893
H  0.343  4.387  -1.117
H  1.947  1.199  -3.793
H  0.431  0.437  -5.525
H  -1.976  1.033  -5.449
H  -2.806  2.411  -3.550
H  3.405  2.382  -2.002
H  2.472  0.892  -1.735
H  3.492  1.115  0.385
H  3.554  2.874  0.279
H  -1.623  1.313  0.648
H  -2.903  0.280  -1.177

**SMILES**: COc1ccc([C@@H](c2nnnn2C2CCCCC2)N2CCN(c3ccccc3F)CC2)cc1

Results of the Löwdin charge analysis, in e, for atoms 1 through 2: -0.08, -0.08



Calculated total energy in order - -66523.146, -11310.398, -6661.455, -40132.663 eV
Calculated energy above the lowest of the compared OMol25 structures with the same formula, charge and spin in order - 2.119, 4.011, 4.420, 0.000 eV